1.
ORCA calculation (ωB97M-V with the def2-TZVPD basis set) on one molecule with the formula C2H5OP at a distorted geometry.

As for the energy: -495.60283 Ha. For the HOMO energy (alpha / beta), the calculation gives -7.155 / -7.734 eV. The spin multiplicity is 1. The value obtained for the energy above the lowest of the compared OMol25 structures with the same formula, charge and spin is 111.51 kcal/mol. Its charge is 0.

Element x y z (Å)
H1 3.0190 1.3972 -0.3915
P1 2.8384 -0.0104 0.1401
C1 0.6205 0.3919 -0.1679
O1 -0.0254 -0.7130 -0.1812
C2 -1.3960 -0.6140 0.1891
H2 0.1576 1.2833 -0.3242
H3 -1.5419 -0.4323 1.3357
H4 -2.0161 -1.5831 -0.1088
H5 -1.6562 0.2805 -0.4912

2.
ORCA calculation (ωB97M-V with the def2-TZVPD basis set) on a 2-piece molecular cluster, C2H5OPS overall at a distorted geometry.

As for the energy: -893.92192 Ha. For the HOMO energy, the calculation gives -9.180 eV. The spin multiplicity is 1. The value obtained for the energy above the lowest of the compared OMol25 structures with the same formula, charge and spin is 31.94 kcal/mol. Its charge is 0.

Element x y z (Å)
O1 -0.4689 1.9166 3.5428
C1 -0.9021 2.1745 2.4917
P1 -1.3785 2.6065 0.9956
H1 -1.2615 1.2714 0.5688
C2 0.5211 -0.5579 -0.6916
S1 1.9678 -1.7804 -0.4661
H2 0.6423 -0.2167 -1.6906
H3 0.5304 0.2825 0.0224
H4 -0.3073 -1.2455 -0.5777
H5 2.7679 -0.8001 -0.8000

3.
ORCA calculation (ωB97M-V with the def2-TZVPD basis set) on C2H5OPS as an isolated structure at a distorted geometry.

As for the energy: -893.93841 Ha. For the HOMO energy, the calculation gives -8.753 eV. The spin multiplicity is 1. The value obtained for the energy above the lowest of the compared OMol25 structures with the same formula, charge and spin is 21.59 kcal/mol. Its charge is 0.

Element x y z (Å)
C1 -1.1991 0.2002 -0.5576
C2 0.6230 0.2128 1.2620
O1 1.5119 -0.7815 -1.1132
P1 0.2074 -1.0095 -0.0740
S1 -1.3782 0.8046 1.1312
H1 -1.1326 1.1647 -1.2539
H2 -2.0870 -0.3152 -0.8447
H3 0.7077 -0.2041 2.1560
H4 1.1632 1.1847 1.1940
H5 1.5837 -1.2566 -1.8998

4.
ORCA calculation (ωB97M-V with the def2-TZVPD basis set) on C2H5ORh as an isolated structure at a distorted geometry.

As for the energy: -264.44263 Ha. For the HOMO energy (alpha / beta), the calculation gives -14.800 / -16.936 eV. The spin multiplicity is 6. Its charge is +1.

Element x y z (Å)
C1 -0.1826 -1.2263 0.6142
C2 0.9674 -2.0576 0.0267
H1 -1.0629 -1.8934 0.6923
H2 -0.0460 -0.9805 1.6843
H3 1.1610 -2.9867 0.5926
H4 1.9134 -1.4935 0.0056
Rh1 -0.7086 0.5178 -0.3581
O1 0.3153 2.0773 -0.2392
H5 0.7607 -2.3682 -1.0099

5.
ORCA calculation (ωB97M-V with the def2-TZVPD basis set) on a 2-piece molecular cluster, C2H5OS overall at a distorted geometry.

As for the energy: -552.64731 Ha. For the HOMO energy, the calculation gives -2.980 eV. The spin multiplicity is 1. The value obtained for the energy above the lowest of the compared OMol25 structures with the same formula, charge and spin is 6.31 kcal/mol. Its charge is -1.

Element x y z (Å)
S1 -0.0029 -2.4533 0.8518
H1 0.8612 -2.8438 -0.1007
C1 -0.1130 1.1316 0.7486
C2 -0.0388 0.9934 -0.5847
O1 -0.1719 -0.1348 -1.3057
H2 0.0517 2.1486 1.0754
H3 -0.4990 0.2897 1.3012
H4 0.2358 1.7997 -1.2579
H5 -0.3231 -0.9311 -0.7279

6.
ORCA calculation (ωB97M-V with the def2-TZVPD basis set) on a 2-piece molecular cluster, C2H5OS overall at a distorted geometry.

As for the energy: -552.62463 Ha. For the HOMO energy, the calculation gives -2.488 eV. The spin multiplicity is 1. The value obtained for the energy above the lowest of the compared OMol25 structures with the same formula, charge and spin is 20.54 kcal/mol. Its charge is -1.

Element x y z (Å)
C1 0.3138 1.2756 1.8405
S1 0.2218 0.1188 0.4307
H1 1.0373 2.0690 1.6249
H2 -0.6649 1.7201 2.0253
H3 0.5911 0.7646 2.7829
O1 -0.9401 -1.7012 -3.2503
C2 -0.3676 -1.4839 -2.1732
H4 0.5528 -0.8576 -2.0864
H5 -0.7444 -1.9055 -1.1946

7.
ORCA calculation (ωB97M-V with the def2-TZVPD basis set) on a 2-piece molecular cluster, C2H5PS overall at a distorted geometry.

As for the energy: -818.62639 Ha. For the HOMO energy, the calculation gives -8.789 eV. The spin multiplicity is 1. The value obtained for the energy above the lowest of the compared OMol25 structures with the same formula, charge and spin is 44.86 kcal/mol. Its charge is 0.

Element x y z (Å)
C1 2.5053 1.0700 0.1620
C2 1.7372 0.0569 0.3111
S1 0.8606 -1.2221 0.2612
H1 2.6318 1.3118 -0.8629
H2 2.4195 1.9748 0.7721
P1 -2.9069 -0.4262 0.3045
H3 -3.3965 -1.7122 -0.3246
H4 -2.2176 0.0644 -0.9622
H5 -1.6334 -1.1174 0.3389

8.
ORCA calculation (ωB97M-V with the def2-TZVPD basis set) on C2H5PS2 as an isolated structure at a distorted geometry.

As for the energy: -1216.83861 Ha. For the HOMO energy (alpha / beta), the calculation gives -8.756 / -8.650 eV. The spin multiplicity is 1. The value obtained for the energy above the lowest of the compared OMol25 structures with the same formula, charge and spin is 51.45 kcal/mol. Its charge is 0.

Element x y z (Å)
C1 0.2191 0.1468 0.7102
C2 1.0335 0.9628 -0.3381
P1 -1.5838 -1.3294 -0.9786
S1 0.2541 -1.5575 0.2108
S2 -1.5732 0.7375 0.9794
H1 0.6080 0.1687 1.6660
H2 1.9682 0.4908 -0.4001
H3 0.9597 2.0486 -0.0784
H4 0.6443 0.7036 -1.2527
H5 -2.5299 -2.3719 -0.5185

9.
ORCA calculation (ωB97M-V with the def2-TZVPD basis set) on C2H5PSi as an isolated structure at a distorted geometry.

As for the energy: -709.85061 Ha. For the HOMO energy (alpha / beta), the calculation gives -7.998 / -8.865 eV. The spin multiplicity is 1. The value obtained for the energy above the lowest of the compared OMol25 structures with the same formula, charge and spin is 47.94 kcal/mol. Its charge is 0.

Element x y z (Å)
C1 -0.2407 0.5261 0.3047
C2 -0.1147 -0.5329 -0.8342
Si1 1.3626 -0.4251 0.3440
P1 -0.2193 1.1765 -1.3893
H1 -1.0740 0.6582 0.9728
H2 -0.7886 -1.3350 -1.0832
H3 2.5620 0.2778 -0.0845
H4 1.4601 -1.5110 1.3017
H5 -2.4707 2.0088 -1.3766

10.
ORCA calculation (ωB97M-V with the def2-TZVPD basis set) on a 2-piece molecular cluster, C2H5S overall at a distorted geometry.

As for the energy: -477.35279 Ha. For the HOMO energy, the calculation gives -2.332 eV. The spin multiplicity is 1. The value obtained for the energy above the lowest of the compared OMol25 structures with the same formula, charge and spin is 34.24 kcal/mol. Its charge is -1.

Element x y z (Å)
S1 2.7524 -1.6729 0.5224
H1 3.9986 -1.7313 0.0196
C1 -1.3172 0.8781 -0.7088
C2 -0.9017 0.3947 0.5398
H2 -0.5115 1.2021 -1.3862
H3 -2.1234 0.3478 -1.2429
H4 -0.2258 0.7738 1.2362
H5 -1.6714 -0.1923 1.0199

11.
ORCA calculation (ωB97M-V with the def2-TZVPD basis set) on a 2-piece molecular cluster, C2H5S overall at a distorted geometry.

As for the energy: -477.34894 Ha. For the HOMO energy, the calculation gives -2.402 eV. The spin multiplicity is 1. The value obtained for the energy above the lowest of the compared OMol25 structures with the same formula, charge and spin is 36.66 kcal/mol. Its charge is -1.

Element x y z (Å)
S1 1.9294 0.0911 -0.1637
H1 2.5504 -1.1326 -0.2892
C1 -1.6596 -0.4178 -0.1618
C2 -2.5238 0.3498 0.5226
H2 -0.9364 0.0594 -0.8069
H3 -1.9470 -1.4639 -0.1213
H4 -2.8917 1.2970 0.1070
H5 -2.9702 0.0722 1.4867

12.
ORCA calculation (ωB97M-V with the def2-TZVPD basis set) on a 2-piece molecular cluster, C2H6BNO overall at a distorted geometry.

As for the energy: -234.59716 Ha. For the HOMO energy, the calculation gives -9.244 eV. The spin multiplicity is 1. The value obtained for the energy above the lowest of the compared OMol25 structures with the same formula, charge and spin is 55.44 kcal/mol. Its charge is 0.

Element x y z (Å)
C1 0.9456 0.6670 -0.2763
C2 0.7642 0.0380 1.0733
N1 2.0470 -0.0464 0.3420
H1 0.3346 0.2367 -1.1466
H2 1.1827 1.6394 -0.4260
H3 0.7738 0.5758 2.0610
H4 -0.0691 -0.6281 0.8841
H5 2.2408 -1.0308 0.0920
B1 -2.7213 -0.5732 -0.9622
O1 -1.7661 -0.4882 -0.2204
H6 -3.7322 -0.3902 -1.4210

13.
ORCA calculation (ωB97M-V with the def2-TZVPD basis set) on a 3-piece molecular cluster, C2H6BrN2O4 overall at a distorted geometry.

As for the energy: -3064.18604 Ha. For the HOMO energy, the calculation gives -3.908 eV. The spin multiplicity is 1. The value obtained for the energy above the lowest of the compared OMol25 structures with the same formula, charge and spin is 0.00 kcal/mol. Its charge is -1.

Element x y z (Å)
Br1 -15.1835 -18.5547 18.5441
C1 -12.6511 -21.1788 16.8180
N1 -13.4364 -22.4225 16.6230
O1 -14.6658 -22.3147 16.6565
O2 -12.8404 -23.4779 16.5227
H1 -13.3522 -20.3771 17.0501
H2 -12.0739 -20.9741 15.9164
H3 -12.1060 -21.4907 17.7089
C2 -11.6648 -17.5018 17.6293
N2 -11.0902 -18.4859 18.6442
O3 -11.8203 -19.1779 19.3394
O4 -9.8603 -18.4376 18.7357
H4 -12.6288 -17.8420 17.2509
H5 -10.8597 -17.4599 16.8958
H6 -11.7614 -16.5099 18.0708

14.
ORCA calculation (ωB97M-V with the def2-TZVPD basis set) on an isolated ion of composition C2H6BrN3 and charge +2 at a distorted geometry.

As for the energy: -2817.20724 Ha. For the HOMO energy (alpha / beta), the calculation gives -17.258 / -19.538 eV. The spin multiplicity is 3. The value obtained for the energy above the lowest of the compared OMol25 structures with the same formula, charge and spin is 0.00 kcal/mol. Its charge is +2.

Element x y z (Å)
C1 -1.3614 0.7207 -1.3590
C2 0.6985 -1.0192 2.4237
N1 1.8489 -1.3953 2.7146
N2 -1.0142 1.4981 -2.3405
N3 -0.5703 -0.1699 -0.8072
Br1 -0.5302 -0.6055 1.2735
H1 -2.3820 0.7765 -0.9894
H2 2.6766 -1.4716 2.1058
H3 2.0221 -1.6852 3.6953
H4 -1.6907 2.0947 -2.8087
H5 -0.0735 1.5137 -2.7292
H6 0.3763 -0.2570 -1.1789

15.
ORCA calculation (ωB97M-V with the def2-TZVPD basis set) on a 2-piece molecular cluster, C2H6BrNS overall at a distorted geometry.

As for the energy: -3106.58129 Ha. For the HOMO energy (alpha / beta), the calculation gives -8.813 / -7.935 eV. The spin multiplicity is 1. The value obtained for the energy above the lowest of the compared OMol25 structures with the same formula, charge and spin is 85.93 kcal/mol. Its charge is 0.

Element x y z (Å)
C1 0.6095 0.4843 0.0923
C2 -0.2807 -0.2347 -0.8706
N1 -0.3327 -0.2883 2.2415
S1 0.5480 0.2748 -2.3924
Br1 -1.8397 -1.1498 1.7782
H1 0.4416 1.5062 0.0738
H2 1.5872 0.1570 0.2614
H3 -0.4003 -1.2659 -0.8657
H4 -1.3648 0.2033 -0.6996
H5 -0.5579 0.6255 2.5006
H6 1.5898 -0.3124 -2.1194

16.
ORCA calculation (ωB97M-V with the def2-TZVPD basis set) on a 2-piece molecular cluster, C2H6BrOS overall at a distorted geometry.

As for the energy: -3126.75460 Ha. For the HOMO energy (alpha / beta), the calculation gives -15.596 / -15.785 eV. The spin multiplicity is 3. The value obtained for the energy above the lowest of the compared OMol25 structures with the same formula, charge and spin is 0.00 kcal/mol. Its charge is +1.

Element x y z (Å)
C1 0.2372 -1.1847 -0.7954
C2 0.1210 1.1469 0.7413
O1 0.9840 2.0846 -2.2685
S1 1.0578 0.4337 -0.5139
Br1 2.8727 -0.2289 0.6349
H1 1.0027 -1.8303 -1.1543
H2 -0.6099 -0.9304 -1.5544
H3 0.1109 -1.6735 0.1792
H4 -0.7377 1.7971 0.3645
H5 0.5209 1.9769 1.4048
H6 -0.1347 0.4952 1.4745

17.
ORCA calculation (ωB97M-V with the def2-TZVPD basis set) on one molecule with the formula C2H6BrP at a distorted geometry.

As for the energy: -2995.14428 Ha. For the HOMO energy, the calculation gives -9.119 eV. The spin multiplicity is 1. The value obtained for the energy above the lowest of the compared OMol25 structures with the same formula, charge and spin is 25.89 kcal/mol. Its charge is 0.

Element x y z (Å)
C1 -0.1975 -0.9416 1.0192
P1 -0.8278 0.7053 0.5281
C2 0.0055 0.5527 -1.3820
Br1 0.7953 1.7506 1.5262
H1 -0.5897 -1.1675 2.0571
H2 0.8897 -0.9009 1.1392
H3 -0.5385 -1.7942 0.2367
H4 -0.5784 1.0331 -2.2419
H5 0.0658 -0.4389 -1.4724
H6 0.9757 1.2014 -1.4100

18.
ORCA calculation (ωB97M-V with the def2-TZVPD basis set) on C2H6Ca2F2O as an isolated structure at a distorted geometry.

As for the energy: -1709.53357 Ha. For the HOMO energy, the calculation gives -15.815 eV. The spin multiplicity is 1. The value obtained for the energy above the lowest of the compared OMol25 structures with the same formula, charge and spin is 1.42 kcal/mol. Its charge is +2.

Element x y z (Å)
Ca1 -0.5092 1.2400 3.3475
Ca2 2.6226 -0.6969 3.0666
F1 1.3438 0.6216 4.5928
F2 0.7139 -0.3911 1.9186
C1 -0.4861 -0.5226 -2.2800
C2 -0.4381 0.4992 -1.1657
O1 -1.1726 -0.0159 -0.0477
H1 -1.4879 -0.9251 -2.4300
H2 0.1157 -1.3657 -1.9407
H3 -0.1468 0.0221 -3.1611
H4 -0.6460 1.4979 -1.5497
H5 0.5782 0.5327 -0.7731
H6 -0.4875 -0.4964 0.4226

19.
ORCA calculation (ωB97M-V with the def2-TZVPD basis set) on one molecule with the formula C2H6Cl2NO3PS at a distorted geometry.

As for the energy: -2020.25688 Ha. For the HOMO energy, the calculation gives -10.594 eV. The spin multiplicity is 1. The value obtained for the energy above the lowest of the compared OMol25 structures with the same formula, charge and spin is 9.03 kcal/mol. Its charge is 0.

Element x y z (Å)
C1 0.0684 -0.6542 1.8336
N1 0.2056 -0.3696 0.4368
P1 1.6980 -0.3522 -0.3167
O1 1.5120 -0.0028 -1.7190
Cl1 2.1647 -2.2644 -0.0914
Cl2 2.9653 0.7771 0.8684
S1 -0.9109 0.9698 -0.1383
C2 -1.3746 0.2702 -1.7406
O2 -0.1076 2.1156 -0.2821
O3 -2.0162 1.1252 0.7460
H1 -0.5580 -1.4851 1.7713
H2 1.0705 -0.7399 2.2366
H3 -0.3040 0.2059 2.4239
H4 -1.1041 0.9259 -2.4621
H5 -0.8519 -0.6662 -1.8299
H6 -2.4572 0.1446 -1.7366

20.
ORCA calculation (ωB97M-V with the def2-TZVPD basis set) on one molecule with the formula C2H6ClN3 at a distorted geometry.

As for the energy: -704.17923 Ha. For the HOMO energy, the calculation gives -8.991 eV. The spin multiplicity is 1. The value obtained for the energy above the lowest of the compared OMol25 structures with the same formula, charge and spin is 46.64 kcal/mol. Its charge is 0.

Element x y z (Å)
H1 -2.2263 2.0269 -0.0772
N1 -1.2454 2.2010 -0.2993
C1 -0.5666 1.1481 0.0541
N2 0.8582 1.1535 -0.1158
N3 -1.0473 -0.0361 0.5157
C2 -0.0036 -1.3758 -0.0213
Cl1 -2.7418 -0.3584 0.1319
H2 1.2541 2.0650 -0.2046
H3 1.3321 0.6438 0.5315
H4 0.6010 -1.5237 0.8347
H5 -0.6078 -2.2795 -0.0976
H6 0.5697 -0.8989 -0.9188